A 11-piece molecular cluster, C87H192F3N10O3S overall at a distorted geometry. Source: the Open Molecules 2025 dataset; level of theory: ωB97M-V with the def2-TZVPD basis set.

Geometry as XYZ:
```
296
Properties=species:S:1:pos:R:3:forces:R:3
S -0.24817 0.44929 -0.86165 -1.6 1.5 2.8
F -1.50193 -1.01814 -2.83566 1.8 -0.4 0.7
F -0.67058 -2.27741 -1.21164 0.3 1.2 -1.1
F 0.74411 -1.22841 -2.53072 -0.3 -0.8 -1.1
O -1.56241 0.63803 -0.17933 1.4 -0.9 -1.4
O 0.09274 1.54273 -1.75926 -0.2 -1.0 -0.6
O 0.81435 0.18008 0.11581 -0.5 -0.8 -1.2
N -1.06207 6.90540 -7.40722 0.5 0.6 -0.2
N -0.69057 -1.66096 -10.63539 0.7 -0.1 0.1
N 7.23829 0.37449 -7.80900 -0.2 1.6 -2.1
N -6.47755 -0.51648 8.03733 0.8 -0.5 0.8
N -1.57461 -8.53904 5.16014 -0.4 -1.0 1.6
N 3.45003 -1.90354 10.60807 0.5 -2.8 -0.5
N 5.37354 -6.84135 -1.78228 0.2 -0.8 0.8
N -3.44041 7.40424 4.20890 -0.5 -0.8 0.3
N 4.71778 4.81193 2.39385 -1.9 1.4 -1.4
N -7.61120 -1.64764 -0.51241 -1.1 -0.1 0.1
C -3.41437 7.05210 1.26490 -1.0 0.0 0.1
C -1.96578 -9.13281 6.54092 -0.7 0.7 1.5
C 8.77041 2.00887 -9.09952 0.7 -0.4 1.1
C -3.00319 1.41939 -11.68616 -0.4 -0.9 1.1
C 5.72419 0.37981 -7.38017 1.5 -1.8 0.5
C 5.01636 5.93879 3.48994 0.4 -0.4 -1.5
C 4.06223 -6.47412 -2.46074 0.6 -0.1 -0.9
C 5.82078 3.74684 2.41443 -1.1 0.2 0.1
C -3.08722 5.83441 2.12166 -0.1 1.0 1.5
C 7.13255 -5.45218 -3.06255 0.7 -1.2 -0.9
C 1.21991 6.82224 -6.47003 -0.8 -0.1 -0.7
C -5.50359 -0.30241 9.23139 -0.8 0.1 -1.3
C 8.15103 -0.46952 -6.88669 -1.1 1.1 -1.6
C -5.64322 -3.93546 -0.36923 -0.7 0.2 -0.6
C -0.88456 5.79841 -8.45893 -0.4 0.1 2.5
C -2.41518 -3.36598 -9.91081 -1.8 -0.1 -2.9
C -0.44558 -1.13877 -1.95992 -0.9 1.2 2.0
C 4.77798 -1.19536 13.20219 -1.7 -0.4 -1.2
C -8.98587 -1.00138 -0.02622 1.8 -0.3 -0.7
C -2.56113 6.28180 3.50403 -0.8 1.2 -1.1
C -2.11131 7.91579 -7.86152 0.6 -0.3 0.5
C -1.64606 -0.42324 -10.56111 -0.5 0.1 -0.3
C -4.46879 7.99536 1.96742 0.0 -1.0 -0.9
C 4.98626 -1.44964 10.64975 -1.5 1.5 0.5
C 0.38607 -1.36985 -11.65737 0.4 0.4 0.0
C 4.56130 5.46405 0.94080 -0.9 -1.9 0.4
C 5.18462 -7.17694 -0.32073 -0.7 -0.9 -0.9
C -8.26865 -2.03788 7.42003 -0.3 -0.4 -1.1
C -3.45494 7.32488 -8.27791 -0.1 2.3 -0.5
C 7.75737 1.84136 -7.94555 0.1 0.7 1.6
C -6.65200 -1.96169 0.67986 0.5 2.9 -1.2
C -1.61910 -7.00137 5.21203 2.8 -1.2 -0.9
C -2.11228 0.17406 -11.92969 0.7 0.3 0.6
C 5.61656 3.47734 -0.18295 -1.4 0.1 0.2
C -6.82510 0.81939 -1.35643 0.2 -0.4 -0.7
C -3.94090 8.52317 3.25765 0.9 0.4 0.5
C -2.62497 8.06807 5.44001 -2.9 -0.7 -0.5
C 0.23939 6.10433 -5.53012 -0.8 -0.3 1.3
C -7.02535 -0.72063 -1.63513 0.1 0.4 -0.6
C -0.11616 -9.02466 5.05698 0.2 -1.4 -1.7
C -2.48202 9.55745 7.29316 -0.3 0.3 -0.8
C -6.79475 1.76571 -2.63790 -1.1 -1.7 0.0
C 8.55440 0.82058 -9.98968 0.6 -1.8 -0.8
C -1.76892 -3.68696 -8.65566 0.7 0.0 1.9
C -6.66234 -3.81502 -1.46168 -0.5 -1.2 -2.0
C 7.45788 -0.04408 -9.36627 -1.1 -0.5 1.5
C 5.62678 -1.65396 12.01402 0.5 -0.3 1.1
C -4.57710 -0.85699 6.07928 -0.7 -0.2 -0.9
C 2.66187 -0.90951 6.89126 -1.4 0.5 -1.0
C 4.19069 7.91504 4.94257 -0.5 -1.1 -0.4
C -4.71425 6.65384 4.70597 1.1 0.1 0.9
C 3.33961 -1.68890 8.00162 -0.1 -0.2 -0.5
C 6.31829 -5.65105 -1.78177 1.0 0.9 -0.7
C -0.94494 -2.50595 -8.16677 1.2 -0.1 -0.9
C -3.90152 -0.07930 4.88445 -0.6 0.4 0.4
C 0.15107 -10.02102 6.18580 0.3 0.8 0.0
C 4.16871 7.22463 3.53567 -0.3 0.1 -0.2
C 5.52350 0.84292 -5.90398 0.3 0.6 -0.5
C 3.36097 -1.79397 13.12219 0.5 -1.6 1.0
C -8.86780 -0.63672 7.45221 1.1 0.3 -0.2
C -6.77297 -2.02899 7.92435 -2.6 0.5 -0.8
C -7.93373 -3.06515 -1.11527 0.9 0.0 1.0
C -1.23135 -10.42665 6.68943 1.3 -0.3 0.1
C -7.90381 0.22697 8.17164 1.9 0.6 0.5
C 5.71204 2.80869 1.19840 -0.2 0.6 0.2
C 2.61406 -1.57073 11.81197 1.0 1.5 1.3
C 0.04826 -2.03337 -9.27956 -1.9 -0.1 0.0
C -1.07711 -6.43731 3.86549 -3.8 -0.4 0.4
C -1.48429 -2.88726 -11.07147 -0.8 0.0 -0.1
C 2.95399 -7.52126 -2.54397 -0.7 0.1 1.0
C -1.24483 6.38155 -5.93514 1.4 1.3 -1.8
C 2.60448 -1.48322 9.33970 1.8 0.6 1.1
C -0.55588 -5.03251 3.89338 1.1 0.0 -0.7
C -3.63364 7.42951 -9.81283 0.9 -2.2 0.4
C 3.33114 4.24199 2.76525 1.2 -0.8 -0.3
C -2.54764 -9.31147 4.21582 0.8 1.7 0.2
C 4.10740 1.38542 -5.70020 0.3 -0.3 -0.5
C 6.55220 -7.83822 -3.87820 0.9 0.6 0.3
C 1.70163 -6.90043 -3.24436 0.9 -0.7 0.0
C 0.27977 7.66901 -7.32323 -0.2 -1.2 -0.8
C 4.35653 4.42625 -0.26301 2.5 -0.5 1.7
C -5.35792 -2.56335 0.14876 0.4 -1.0 1.6
C -3.49477 9.13388 6.19451 1.5 -0.2 0.4
C 5.94290 -8.13620 -2.50050 1.0 0.6 -0.3
C 7.74305 -6.78920 -3.70899 -2.3 0.9 0.0
C -5.74846 -0.01896 6.75541 0.7 0.2 0.0
C 3.56606 -3.48898 10.60386 0.2 1.4 -1.1
H 6.20040 1.67144 -5.69547 0.2 0.1 -0.1
H -0.69676 -4.70945 2.86193 0.3 0.6 0.1
H -2.45292 -3.97192 -7.85626 -0.5 0.3 -0.2
H -1.62625 8.44489 -8.68180 -0.2 0.0 -0.1
H 0.70969 -9.41910 6.90256 -0.2 -0.5 0.7
H 3.90923 1.89546 -4.75749 0.4 -0.1 0.0
H -1.59949 6.76031 3.31860 0.2 -0.3 0.6
H 2.42853 -0.41229 9.44105 0.4 0.2 0.2
H -8.77137 -0.03374 0.42741 0.2 -0.5 0.6
H -4.60164 -0.85628 8.97099 -0.1 0.0 0.2
H -8.31785 -3.67290 -0.29601 -0.8 0.6 0.2
H 4.40284 -6.23230 -3.46752 -0.2 0.0 -0.2
H 8.41725 0.97315 -11.06019 -1.0 0.6 0.1
H 6.95134 -8.76132 -4.29850 0.2 -0.2 0.4
H -5.35526 7.26871 5.33774 0.0 0.5 -0.7
H -5.36537 0.96606 7.02200 0.0 0.0 0.2
H 3.44530 -2.72205 7.67068 0.0 -0.1 0.4
H 6.54880 2.11297 1.13585 0.0 0.1 0.6
H -5.22825 6.14080 3.89314 0.1 0.6 0.0
H -3.15557 9.26217 3.09880 0.7 -0.5 -0.1
H 4.58146 -0.12520 13.13711 0.7 0.3 0.3
H -3.80092 -1.26866 6.72440 -0.2 0.4 0.4
H -8.13935 0.44867 9.21254 0.4 -0.6 0.2
H -4.57474 6.94586 -10.07458 -0.1 0.6 -0.3
H -3.49763 -8.82114 4.42838 -0.2 -0.7 0.0
H -3.64236 6.37653 -7.77431 -0.2 -0.1 -0.4
H 3.01032 0.11709 6.77812 -0.3 0.1 0.6
H -1.57961 7.26966 -5.39917 -0.2 -0.1 -0.1
H -4.66015 0.44701 4.30516 -0.2 0.6 0.4
H 5.49678 -1.89078 9.79367 -0.2 -0.2 0.3
H -6.05688 -1.06369 -1.99910 -0.1 -0.6 0.4
H 6.48323 0.14394 -9.81662 0.0 0.0 0.0
H 7.90233 -4.70583 -2.86631 0.3 -0.3 0.4
H -7.42378 1.17433 -3.30326 -0.2 0.5 -0.6
H 0.77907 -10.87503 5.93208 -0.1 0.2 -0.4
H -4.83225 -1.89465 -0.53287 -0.2 -0.1 0.0
H -2.31755 5.14731 1.77009 0.1 0.2 -0.5
H 3.48398 3.77411 -0.22476 -0.3 0.5 0.4
H -1.22145 -4.62336 -8.76299 0.8 0.2 -0.1
H 5.11335 0.76890 -8.19477 0.3 1.0 0.3
H 5.10527 8.47352 5.14193 -0.1 -0.1 0.0
H -8.28685 -2.29963 6.36208 0.1 -0.4 0.1
H 4.52700 7.91960 2.77623 0.1 0.0 0.0
H 0.65223 -2.90651 -9.52644 0.4 0.4 -0.2
H 6.80089 -8.54002 -1.96302 0.0 0.6 0.8
H 8.59428 -7.18003 -3.15152 -0.2 -0.1 0.0
H -8.62676 -3.01012 -1.95479 0.0 0.3 0.3
H 4.61101 -6.37616 0.14598 0.6 0.1 0.2
H 0.98380 -0.49051 -11.41742 -0.6 0.4 0.5
H -3.13512 0.60613 5.24629 -0.3 0.3 0.0
H 9.46962 0.24221 -10.11606 0.2 -0.2 0.7
H -4.41584 5.88196 5.41538 0.5 -0.1 -0.2
H -2.07236 -6.39883 3.42267 0.1 0.3 -1.2
H -2.38845 7.18815 6.03826 0.0 0.2 0.3
H 2.67456 -1.23869 5.85223 1.1 -0.9 0.1
H 3.42682 -2.86003 13.33965 0.1 -0.3 -0.2
H 2.65249 -7.85536 -1.55122 -0.1 0.4 0.4
H 6.97999 -5.60426 -0.91687 0.2 -1.4 0.0
H 0.29847 6.51390 -4.52172 0.3 -0.4 0.1
H -4.64512 9.17508 3.77456 -0.4 -0.7 0.3
H -1.67624 -8.43718 7.32854 0.8 0.2 -0.2
H 1.64971 -2.07625 11.76117 0.2 -0.2 -0.1
H 9.75730 1.91977 -8.64541 0.1 -0.1 0.0
H -9.56266 -0.71695 -0.90629 -0.1 -0.7 -0.1
H 4.33601 -1.24859 8.03944 0.1 -0.3 0.5
H -1.66482 -11.26880 6.15000 0.0 0.1 -0.2
H 2.81978 -1.44869 14.00310 -0.5 0.4 -0.4
H 4.56170 -8.06982 -0.26725 0.0 0.0 0.0
H -6.36803 -3.55258 -2.47786 0.9 0.5 0.2
H 4.05381 2.09910 -6.52233 -0.8 0.2 0.1
H -8.79865 -0.28610 6.42246 -1.2 0.2 0.0
H 5.44420 -0.67271 -7.42389 0.1 -0.3 0.1
H -7.82906 1.20135 7.68885 0.5 0.0 0.1
H -4.71403 -2.71183 1.01562 0.2 0.5 0.2
H -1.96426 -2.63328 -12.01657 -1.1 0.7 0.5
H -3.02724 -9.18304 6.78358 -0.3 -0.1 -1.2
H -7.69356 -0.89459 -2.47854 -0.3 0.1 0.1
H -5.06185 -1.73178 5.64586 0.0 -0.1 -0.1
H 2.01229 7.48087 -6.11445 -0.3 -0.1 0.8
H -0.81041 -6.75442 5.89987 -0.6 -0.1 0.8
H 1.57684 -0.95818 6.98306 -0.3 0.6 0.6
H 2.51927 4.91111 2.48019 0.4 0.2 0.3
H 0.60666 7.68081 -8.36299 0.1 0.8 0.1
H -3.66812 1.21999 -10.84579 0.1 0.0 0.5
H 5.25071 -1.48627 14.14027 -0.1 0.3 -0.1
H 3.34871 4.00138 3.82822 -0.1 0.3 0.0
H -5.88901 1.99097 -3.20093 0.4 -0.4 0.6
H 2.41791 -0.49945 11.85646 -0.1 0.2 -0.8
H 6.58772 -4.94426 -3.85833 -0.6 -0.3 0.0
H -2.15121 8.61314 -7.02473 -0.3 0.0 0.0
H 3.35997 0.59744 -5.79265 -0.1 0.1 -0.2
H -1.22789 0.55633 -12.43943 -0.2 -0.4 -0.5
H 9.13768 -0.23157 -7.28418 0.2 -0.2 0.6
H 5.86108 -7.55766 -4.67302 -0.3 0.5 0.3
H -3.42660 -0.59643 4.05071 0.1 -1.1 0.6
H -9.02832 -2.66964 7.88034 0.9 -0.6 0.5
H -3.26222 -2.68575 -9.82180 0.2 0.5 0.3
H 3.15128 3.30112 2.24515 0.2 0.1 -0.2
H 1.17219 -2.12426 -11.68871 -0.7 -0.6 -0.1
H -3.80206 9.95388 5.54543 0.5 0.1 0.0
H -7.17385 -2.35291 1.55320 -0.2 -0.9 -0.6
H -2.59954 -0.68624 -10.10305 0.4 -0.5 0.5
H -5.84390 0.86131 -0.88358 -0.4 0.5 0.9
H -1.68848 8.53764 5.13903 -0.3 -0.2 -0.8
H 4.30339 -3.87642 11.30696 -0.6 0.4 0.6
H 0.11319 8.65201 -6.88270 -0.1 -0.1 -0.2
H 1.76230 6.06297 -7.03343 -0.2 0.1 -0.4
H -5.43551 7.52554 2.14857 0.1 -0.5 -0.1
H 4.93683 5.35102 4.40443 0.5 0.3 0.1
H -0.35698 -2.87779 -7.32764 0.3 0.5 0.1
H 3.14847 7.00521 3.22092 -0.3 -0.1 0.3
H -2.59070 -6.60127 5.50187 0.1 -0.3 0.0
H -1.81690 5.24091 -8.36923 0.1 -0.1 -0.7
H 6.01595 6.23586 3.17265 0.3 -0.2 0.8
H -2.32899 -9.16040 3.15871 0.4 0.0 0.2
H -2.00702 5.60798 -5.84161 0.4 -0.2 -0.2
H 4.37382 4.94432 -1.22187 -0.2 0.3 0.3
H 4.04473 -3.74191 9.65781 -0.5 0.0 -0.3
H 7.90883 -1.51682 -7.06723 0.0 0.1 0.2
H -6.31700 -0.99784 1.06310 -0.4 0.5 -0.1
H 6.16649 -7.44624 0.06852 -0.2 0.5 0.3
H -2.37439 8.72245 7.98546 -0.1 0.4 0.3
H -2.44478 -10.36070 4.49266 -0.4 0.3 -0.1
H -2.85006 6.79762 -10.23095 0.0 -0.2 -0.5
H -6.50452 0.17349 5.99420 -0.1 -0.3 0.1
H 6.53759 -1.08857 12.21118 0.2 0.4 -1.2
H 5.42282 2.59969 -0.79964 0.3 0.3 -0.6
H -4.74456 8.83708 1.33216 0.3 0.1 -0.1
H 6.95170 2.57544 -7.95653 -0.5 -0.5 -0.5
H 2.55066 -3.87724 10.68328 0.3 -0.2 0.2
H 8.19079 2.02506 -6.96244 0.4 0.2 -0.1
H 4.79823 2.22590 1.31419 0.0 -0.3 0.0
H 3.23393 -8.49630 -2.94275 0.2 0.4 -0.8
H -4.83080 -4.58415 -0.69675 0.3 0.4 0.1
H -5.95254 -0.68885 10.14638 0.0 0.2 -0.2
H -0.62672 6.18314 -9.44564 -0.3 0.1 0.3
H -2.76369 10.50409 7.75428 0.0 -0.3 0.3
H -4.41654 8.85695 6.70611 0.1 -0.8 -0.3
H -1.51412 9.71444 6.81711 0.1 0.2 0.2
H -2.36915 2.25689 -11.39515 -0.2 0.1 -0.3
H 7.59958 -1.12015 -9.26572 0.3 0.1 -0.6
H -1.51962 -1.63343 -7.85604 -0.3 -0.3 0.2
H 5.83754 -4.70047 -1.55076 -1.2 -0.3 -0.4
H -9.46064 -1.74346 0.61564 -0.1 0.3 -0.1
H 8.86829 2.96331 -9.61680 -0.9 0.1 0.2
H 1.03696 -7.71910 -3.52017 -0.1 0.2 -0.1
H -0.54030 -7.11777 3.20450 0.4 0.0 0.6
H 1.61298 -1.87323 9.56975 0.1 -0.8 -0.7
H -0.91322 -3.65382 -11.59529 1.2 -0.3 1.3
H 4.04082 7.12568 5.67914 0.4 0.0 0.3
H 0.39671 5.02594 -5.50930 0.3 0.1 0.2
H -0.98669 -4.28399 4.55838 -0.4 -0.4 0.1
H 5.54176 3.31212 3.37426 0.8 -0.8 -0.1
H 6.01036 -2.66099 12.17793 -0.5 -0.3 -0.2
H -6.19246 -4.47423 0.40289 0.3 -0.2 0.4
H -3.93972 5.19372 2.34725 -0.4 0.1 -0.6
H 5.50652 5.99818 0.84398 -0.5 0.5 -0.4
H 3.69365 -5.52818 -2.06392 0.1 -0.2 0.5
H 8.04549 -6.51155 -4.71871 0.4 -0.1 0.2
H 0.62893 -8.23553 4.95595 -0.5 0.3 0.4
H -1.18284 0.34084 -9.93685 0.3 -0.1 0.0
H -6.07607 -2.44080 7.19439 -0.2 0.0 0.3
H -2.54680 7.68756 1.08705 0.3 -0.2 0.0
H -7.31415 2.70623 -2.45424 0.1 -0.2 0.2
H -2.96381 -4.25643 -10.21772 0.3 -0.2 -0.6
H 2.03062 -6.38951 -4.14925 -0.2 0.0 -0.1
H 6.50838 4.01364 -0.50718 0.1 -0.2 0.1
H -3.44931 8.40420 -10.26462 -0.6 0.1 0.5
H 3.61137 5.98830 1.04522 0.7 0.9 -0.1
H -5.28259 0.76472 9.25329 -0.1 -0.1 0.4
H -0.00673 -9.60049 4.13799 -0.4 0.3 -0.4
H -6.81034 -2.64776 8.82091 0.8 0.9 0.5
H 6.81184 4.19345 2.49477 -0.2 0.4 0.0
H -3.73796 6.65323 0.30350 -0.3 0.5 -0.1
H 1.14809 -6.19418 -2.62558 0.2 0.0 0.1
H -2.58076 5.31276 4.00271 0.5 0.8 1.3
H -2.61702 -0.64270 -12.44569 0.0 0.4 -0.5
H -0.09554 5.19081 -8.01578 0.1 -0.2 -0.5
H 0.58267 -1.14729 -8.93696 0.3 -0.2 -0.4
H -7.71141 1.17142 -0.82858 0.6 0.2 0.6
H -9.81499 -0.54648 7.98399 -0.2 -0.2 -0.8
H 7.95160 -0.16096 -5.86048 0.4 -0.1 -0.2
H 5.23026 -8.95806 -2.43115 -0.5 0.6 -0.2
H -6.88562 -4.86904 -1.62687 -1.0 0.0 -0.2
H 5.81672 0.05146 -5.21426 -0.2 -0.1 -0.1
H 0.51586 -5.06915 4.08862 0.1 0.3 0.1
H -4.19215 8.05569 -7.94545 -0.2 -0.3 0.7
H -3.75683 1.68177 -12.42865 0.8 0.0 -0.6
H -0.06302 -1.16649 -12.62951 0.1 -0.5 0.1
H -1.03767 -10.80524 7.69305 -0.8 0.4 0.3
H 3.31134 8.53569 5.11469 0.2 0.3 -0.5
H 4.88971 -0.37659 10.48441 0.2 0.1 -0.2
```
Forces are in eV/Å.

The calculation puts the largest force on an atom at 3.8 eV/A. The value obtained for the gap between HOMO and LUMO is 7.83 eV. The total energy is -133260.931 eV. Its total charge is +9. As for the multiplicity: 1.